(1)
Entry from the Open Molecules 2025 dataset: 15 unconnected molecules or ions with the total composition C37H55Cl42F6N2O10P2 in a non-equilibrium geometry (ωB97M-V/def2-TZVPD).

Net charge ... -1

XYZ file:
```
154
Properties=species:S:1:pos:R:3:lowdin_charge:R:1
C 6.471 -3.208 1.654 -0.1808
O 6.648 -1.847 1.207 -0.2349
C 7.105 -0.995 2.313 -0.2086
C 7.477 0.502 1.801 -0.1743
C 6.187 1.500 1.913 -0.1965
C 5.102 0.875 0.864 -0.1968
C 3.998 1.925 0.373 -0.2319
C 2.590 1.957 1.082 -0.2454
P 1.531 0.404 1.194 0.6079
C 0.015 -0.775 1.388 -0.2569
C 0.294 -2.320 1.082 -0.1960
C -1.066 -3.126 1.531 -0.1573
C -0.647 -4.524 2.235 -0.2482
O -0.535 -5.594 1.251 -0.1248
C 0.360 1.594 2.234 -0.3934
O -0.668 2.136 1.698 -0.0074
N 0.608 1.963 3.667 0.1163
C 0.410 3.423 3.788 -0.3488
O 1.146 4.273 3.216 0.0658
F -0.645 3.962 4.602 -0.0344
P 2.513 -0.498 2.986 0.6623
O 3.560 0.446 3.639 -0.3879
O 3.411 -1.932 2.587 -0.2579
O 1.425 -0.931 4.230 -0.2380
O 0.573 1.034 -0.161 -0.3360
C 0.736 0.302 -1.416 -0.2476
C -0.535 -0.424 -2.057 -0.1484
C -1.953 0.258 -1.734 -0.1662
C -3.059 -0.945 -1.785 -0.1941
C -4.365 -0.648 -0.901 -0.1982
N -4.079 -0.970 0.544 0.0155
C -5.168 -1.746 1.168 -0.3817
C -4.795 -2.795 2.349 -0.0441
O -6.401 -1.646 0.887 -0.0366
C 2.161 -0.493 -1.303 -0.1657
C 2.512 -1.676 -2.310 -0.1949
F 1.882 -1.552 -3.608 0.0398
F 3.929 -1.544 -2.599 0.0350
C 2.311 -3.178 -1.811 -0.2866
F 0.991 -3.669 -2.112 0.0622
F 3.171 -3.994 -2.643 0.0429
F 2.717 -3.453 -0.493 0.1141
O 2.448 -0.620 0.104 -0.2747
H 7.247 -3.481 2.458 0.0819
H 6.634 -3.924 0.766 0.0554
H 5.437 -3.445 2.087 0.0723
H 8.111 -1.457 2.651 0.1194
H 6.338 -0.918 3.163 0.1246
H 8.397 0.939 2.326 0.1016
H 7.767 0.376 0.684 0.1119
H 6.527 2.529 1.534 0.0245
H 5.814 1.498 2.989 0.0997
H 4.711 -0.135 1.214 0.0769
H 5.750 0.637 -0.073 0.1121
H 4.477 2.965 0.598 0.0842
H 3.992 1.907 -0.786 0.0579
H 2.733 2.413 2.141 0.0939
H 1.960 2.764 0.533 0.1217
H -0.864 -0.463 0.700 0.0952
H -0.459 -0.728 2.450 0.0871
H 0.352 -2.447 -0.049 0.0760
H 1.137 -2.808 1.674 0.0870
H -1.646 -3.390 0.583 0.1045
H -1.702 -2.505 2.262 0.0964
H -1.437 -4.872 3.003 0.1122
H 0.345 -4.455 2.814 0.1043
H 0.391 -5.933 1.205 0.0890
H -0.178 1.547 4.206 0.1342
H 4.312 -1.838 2.984 0.0358
H 1.710 -1.826 4.526 -0.0217
H 0.972 1.169 -2.129 0.1480
H -0.495 -1.561 -1.833 0.0983
H -0.404 -0.356 -3.208 0.1118
H -2.205 0.934 -2.633 0.1109
H -1.979 0.832 -0.742 0.1095
H -3.274 -1.183 -2.893 0.0383
H -2.561 -1.882 -1.343 0.0985
H -5.219 -1.278 -1.335 0.1181
H -4.561 0.486 -0.971 0.1279
H -4.041 -0.080 1.066 0.1300
H -5.734 -3.305 2.772 -0.0326
H -4.089 -3.594 1.926 0.0812
H -4.307 -2.173 3.185 0.0925
H 2.866 0.336 -1.715 0.1497
C 6.103 4.683 -1.607 -1.5357
Cl 5.062 5.812 -0.728 0.5360
Cl 7.110 3.758 -0.481 0.5820
Cl 5.134 3.598 -2.614 0.5371
H 6.758 5.258 -2.259 -0.0980
C 5.653 -7.345 2.687 -1.5183
Cl 6.570 -8.079 4.011 0.5128
Cl 4.299 -6.397 3.319 0.5112
Cl 6.707 -6.336 1.686 0.5774
H 5.250 -8.142 2.066 0.0149
C -3.696 -2.274 -6.145 -1.5315
Cl -2.697 -0.859 -5.781 0.5077
Cl -4.466 -2.879 -4.673 0.5523
Cl -4.912 -1.879 -7.370 0.5081
H -3.052 -3.057 -6.542 -0.0065
C 2.941 -4.635 7.142 -1.5230
Cl 2.098 -5.970 7.942 0.5196
Cl 4.535 -5.155 6.580 0.5071
Cl 1.978 -4.014 5.793 0.5632
H 3.077 -3.833 7.865 0.0194
C -1.637 5.944 2.093 -1.5071
Cl -2.248 6.503 3.657 0.4995
Cl -2.871 5.008 1.235 0.4988
Cl -1.104 7.314 1.105 0.5200
H -0.779 5.298 2.275 -0.0167
C -5.307 4.361 5.238 -1.5495
Cl -3.630 4.071 4.766 0.5175
Cl -6.275 2.893 5.030 0.5023
Cl -5.394 4.930 6.912 0.5139
H -5.715 5.135 4.591 -0.0447
C -7.761 4.885 1.468 -1.5526
Cl -6.072 4.583 1.033 0.5097
Cl -8.729 3.418 1.261 0.5259
Cl -7.884 5.482 3.130 0.5388
H -8.152 5.651 0.801 -0.1097
C -8.612 -4.589 4.083 -1.5283
Cl -7.904 -3.502 2.882 0.5701
Cl -9.542 -5.870 3.291 0.5166
Cl -7.351 -5.284 5.114 0.5265
H -9.288 -4.013 4.710 -0.0506
C 8.362 5.490 -5.181 -1.5182
Cl 7.764 6.640 -3.975 0.5654
Cl 9.844 6.094 -5.936 0.5184
Cl 8.640 3.906 -4.443 0.5379
H 7.603 5.379 -5.954 0.0197
C -11.256 -1.162 2.964 -1.5125
Cl -9.860 -1.381 1.901 0.5222
Cl -11.229 -2.338 4.288 0.5502
Cl -11.298 0.488 3.603 0.5208
H -12.160 -1.326 2.381 0.0158
C 1.334 -3.172 -6.971 -1.5149
Cl 2.582 -2.380 -7.944 0.5201
Cl -0.245 -2.425 -7.261 0.4977
Cl 1.276 -4.905 -7.325 0.5226
H 1.586 -3.044 -5.920 0.0058
C -8.174 8.174 -1.074 -1.5093
Cl -8.323 6.443 -1.413 0.5719
Cl -8.541 8.507 0.626 0.5400
Cl -6.553 8.750 -1.484 0.5366
H -8.894 8.707 -1.691 0.0146
C -1.061 -0.233 -10.585 -1.5269
Cl -2.615 -0.947 -10.131 0.5121
Cl -0.276 0.491 -9.175 0.5209
Cl -0.010 -1.450 -11.325 0.5209
H -1.245 0.552 -11.316 0.0153
C 2.192 3.504 -8.755 -1.5534
Cl 2.481 3.547 -7.010 0.5238
Cl 1.589 5.067 -9.325 0.5116
Cl 3.668 3.053 -9.620 0.5104
H 1.433 2.750 -8.957 -0.0428
```

=====

(2)
Entry from the Open Molecules 2025 dataset: 2 unconnected molecules or ions with the total composition C37H55F3N3O4 in a non-equilibrium geometry (ωB97M-V/def2-TZVPD).

Net charge ... +1

XYZ file:
```
102
Properties=species:S:1:pos:R:3:lowdin_charge:R:1
C 0.867 -1.778 -1.461 0.1044
C 0.333 -1.084 -0.661 -0.1308
C -0.329 -0.236 0.420 -0.0851
C -1.913 -0.091 0.267 -0.2692
C -2.714 -1.311 0.883 -0.1297
N -1.890 -2.556 0.923 -0.0926
C -2.089 -3.293 -0.348 -0.1324
N -2.132 1.269 0.882 0.1927
C -3.006 2.051 0.352 -0.0910
C -3.280 3.480 0.867 -0.0935
C -2.423 3.893 2.115 -0.1745
C -0.850 3.891 1.878 -0.2089
C -0.397 4.121 0.393 -0.1931
C 1.196 3.918 0.356 -0.1736
C 1.618 2.978 -0.855 -0.1883
C 2.956 2.165 -0.554 -0.1936
C 4.198 2.641 -1.417 -0.2062
C 5.034 1.458 -2.019 -0.2192
C 5.746 0.549 -0.950 -0.2072
C 5.991 -0.931 -1.480 -0.1554
C 4.835 -1.925 -1.047 -0.2506
O 5.336 -3.072 -0.348 -0.1993
C 4.182 -3.812 0.084 -0.1215
C -3.672 1.256 -0.855 -0.2428
C -4.162 2.242 -1.993 -0.0989
C -4.508 1.526 -3.371 -0.1113
C -5.914 1.879 -3.906 -0.1774
F -6.321 3.165 -4.221 0.0430
C -6.854 0.855 -4.125 -0.2065
F -7.892 0.611 -3.296 0.1236
F -6.693 0.069 -5.229 0.1213
C -5.010 0.616 -0.343 -0.1290
C -5.730 0.978 0.872 -0.0032
C -6.954 0.304 1.201 -0.1324
N -7.605 -0.709 0.570 0.0850
C -6.875 -1.041 -0.532 -0.1324
C -5.667 -0.476 -1.056 -0.0278
C -2.463 0.250 -1.190 -0.1229
C -1.524 1.136 -2.096 -0.1524
C -0.831 0.621 -3.140 0.0401
H 1.562 -2.341 -2.105 0.0613
H -0.079 -0.656 1.437 0.1413
H 0.163 0.781 0.402 0.1088
H -3.576 -1.554 0.195 0.1023
H -3.068 -1.022 1.907 0.1416
H -2.353 -3.131 1.632 0.1130
H -1.704 -2.741 -1.243 0.0614
H -1.560 -4.287 -0.349 0.0993
H -3.174 -3.529 -0.562 0.0885
H -1.521 1.412 1.691 0.1610
H -4.362 3.529 1.189 0.1302
H -3.202 4.237 0.036 0.1415
H -2.616 3.235 3.010 0.1205
H -2.694 4.933 2.450 0.1253
H -0.394 2.978 2.356 0.1004
H -0.437 4.758 2.469 0.1280
H -0.802 3.380 -0.340 0.0623
H -0.674 5.141 0.008 0.1266
H 1.744 4.890 0.370 0.1203
H 1.449 3.333 1.288 0.0960
H 1.839 3.656 -1.717 0.1069
H 0.843 2.210 -1.099 0.0652
H 2.817 1.057 -0.716 0.0964
H 3.260 2.266 0.529 0.1080
H 4.878 3.273 -0.793 0.1142
H 3.850 3.268 -2.287 0.1043
H 5.851 1.923 -2.643 0.1157
H 4.453 0.794 -2.711 0.1109
H 6.777 0.946 -0.719 0.1111
H 5.215 0.495 0.038 0.1045
H 6.957 -1.360 -1.093 0.1165
H 6.053 -0.933 -2.605 0.1097
H 4.124 -1.363 -0.380 0.1086
H 4.302 -2.270 -1.984 0.1164
H 3.473 -4.027 -0.771 0.0858
H 4.481 -4.796 0.540 0.0966
H 3.625 -3.230 0.874 0.0868
H -3.484 3.125 -2.151 0.1248
H -5.136 2.683 -1.631 0.1376
H -4.357 0.422 -3.361 0.1103
H -3.752 1.927 -4.112 0.1222
H -5.336 1.773 1.541 0.0947
H -7.469 0.662 2.133 0.1198
H -7.302 -1.900 -1.117 0.1234
H -5.229 -0.873 -1.997 0.1091
H -2.817 -0.597 -1.825 0.1457
H -1.431 2.233 -1.933 0.0986
H -1.140 -0.370 -3.556 0.0878
H 0.051 1.167 -3.541 0.0850
C 6.953 -4.490 4.071 -0.0178
C 5.564 -4.273 4.631 -0.3362
C 4.919 -5.526 5.155 -0.1017
O 3.530 -5.262 4.960 0.0679
C 3.435 -4.386 3.925 -0.5521
O 2.416 -4.101 3.375 0.1472
O 4.652 -3.871 3.603 0.0725
H 6.914 -5.005 3.109 0.0938
H 7.442 -3.531 3.893 0.0868
H 7.574 -5.065 4.761 0.0921
H 5.584 -3.488 5.393 0.1593
H 5.135 -5.694 6.209 0.1421
H 5.187 -6.424 4.589 0.1430
```

=====

| no. | gap between HOMO and LUMO (eV) |
| --- | --- |
| 1 | 7.236 |
| 2 | 6.808 |